# 1
Density functional theory data (ωB97M-V with the def2-TZVPD basis set) for a single C5H10O molecule.

Calculated values
HOMO	-0.339	hartree
SMILES string	C=C(C)[C@@H](C)O
energy	-7392.9322	eV
HOMO-LUMO gap	10.060	eV
energy relative to the best compared isomer or geometry (same formula, charge and spin)	1.833	eV

Cartesian coordinates (Å):
1 C -1.08 -1.29 0.73
2 C -0.60 -0.21 0.12
3 C -1.25 0.31 -1.12
4 C 0.63 0.46 0.73
5 C 1.90 -0.17 0.05
6 O 0.46 1.87 0.88
7 H -0.62 -1.80 1.52
8 H -1.83 -1.94 0.34
9 H -2.15 0.78 -0.80
10 H -0.62 1.04 -1.52
11 H -1.37 -0.58 -1.61
12 H 0.79 0.03 1.73
13 H 1.58 -1.16 -0.28
14 H 2.26 0.43 -0.80
15 H 2.73 -0.18 0.79
16 H 0.92 2.15 1.70

# 2
Density functional theory data (ωB97M-V with the def2-TZVPD basis set) for a molecular structure, C4H5F4N3O15S4V.

Calculated values
HOMO (spin up / spin down)	-0.230 / -0.227	hartree
energy	-119308.2011	eV
total charge	-1
HOMO-LUMO gap (spin up / spin down)	7.154 / 3.804	eV
energy relative to the best compared isomer or geometry (same formula, charge and spin)	0.000	eV
spin multiplicity	3

Cartesian coordinates (Å):
1 O -1.35 0.35 2.59
2 V -0.69 0.19 1.08
3 N -0.82 1.21 -3.08
4 S 0.15 -0.04 -2.39
5 O 0.14 0.02 -0.94
6 O 1.31 -0.61 -3.12
7 F -0.82 -1.26 -2.72
8 S 0.49 2.05 -3.32
9 O 1.11 1.80 -4.63
10 O 1.27 2.44 -2.14
11 F -0.30 3.37 -3.78
12 N 0.29 -1.64 1.29
13 S -0.08 -2.87 2.38
14 O 0.58 -2.85 3.67
15 O -0.38 -4.10 1.79
16 F -1.50 -2.28 2.79
17 S 1.45 -2.42 0.62
18 O 1.14 -2.87 -0.73
19 O 2.50 -3.10 1.38
20 F 2.27 -1.10 0.24
21 O -3.84 -2.12 -0.85
22 C -3.20 -1.01 -0.80
23 O -2.39 -0.83 0.11
24 O -3.22 -0.22 -1.70
25 H -3.42 -2.48 -0.07
26 O -2.65 2.85 -1.46
27 C -1.98 3.02 -0.33
28 O -1.47 2.10 0.36
29 O -1.82 4.22 0.08
30 H -2.79 3.78 -1.64
31 C 3.78 0.60 2.74
32 C 2.43 0.94 2.19
33 N 1.37 1.17 1.85
34 H 4.08 -0.43 2.52
35 H 3.86 0.88 3.79
36 H 4.48 1.25 2.22

# 3
Density functional theory data (ωB97M-V with the def2-TZVPD basis set) for 3 unconnected molecules or ions with the total composition C25H52IN3O5PS.

Calculated values
HOMO (spin up / spin down)	-0.397 / -0.420	hartree
energy	-69686.8159	eV
total charge	+1
HOMO-LUMO gap (spin up / spin down)	7.868 / 8.221	eV
spin multiplicity	3

Cartesian coordinates (Å):
1 C 5.52 -3.40 4.86
2 C 4.01 -2.95 4.38
3 C 3.88 -1.33 4.06
4 P 3.84 -0.22 5.61
5 O 2.21 0.50 5.58
6 I 3.84 -1.53 7.71
7 C 5.06 -0.97 2.98
8 C 4.93 -1.91 1.64
9 N 4.72 -3.38 1.91
10 C 3.65 -3.70 2.93
11 S 3.24 -5.52 3.12
12 C 1.33 -5.65 3.11
13 O 3.73 -6.26 1.85
14 O 3.69 -6.17 4.45
15 H 6.36 -3.20 4.05
16 H 5.61 -4.54 5.14
17 H 5.90 -2.81 5.83
18 H 3.21 -3.19 5.20
19 H 2.85 -1.21 3.47
20 H 1.53 -0.24 5.72
21 H 6.16 -1.11 3.39
22 H 4.96 0.20 2.75
23 H 5.98 -1.82 1.07
24 H 4.10 -1.50 0.92
25 H 5.62 -3.91 2.12
26 H 4.38 -3.80 0.99
27 H 2.65 -3.18 2.54
28 H 0.85 -4.82 2.43
29 H 0.95 -6.73 2.90
30 H 1.01 -5.40 4.24
31 C 0.13 -0.85 -1.65
32 C -0.27 -1.59 -0.34
33 C -1.82 -1.67 -0.22
34 C -2.46 -0.33 0.16
35 C -1.82 0.25 1.41
36 C -0.28 0.36 1.30
37 N 0.36 -0.92 0.84
38 O 0.33 -1.82 1.92
39 C 0.09 1.52 0.33
40 C 0.29 0.86 2.67
41 C 0.26 -3.05 -0.56
42 H 0.37 -1.54 -2.46
43 H -0.67 -0.21 -2.02
44 H 1.03 -0.24 -1.51
45 H -2.10 -2.41 0.54
46 H -2.26 -2.02 -1.16
47 H -2.39 0.37 -0.67
48 H -3.54 -0.49 0.34
49 H -2.26 1.24 1.60
50 H -2.09 -0.37 2.27
51 H 1.17 1.57 0.16
52 H -0.22 2.49 0.74
53 H -0.40 1.45 -0.64
54 H 0.01 0.20 3.50
55 H -0.10 1.85 2.92
56 H 1.38 0.93 2.64
57 H 1.35 -3.06 -0.65
58 H -0.16 -3.48 -1.48
59 H -0.02 -3.73 0.25
60 C -2.75 3.26 -6.04
61 C -3.15 2.51 -4.73
62 C -4.71 2.44 -4.61
63 C -5.35 3.77 -4.24
64 C -4.70 4.36 -2.99
65 C -3.16 4.47 -3.10
66 N -2.52 3.19 -3.55
67 O -2.55 2.29 -2.47
68 C -2.80 5.63 -4.07
69 C -2.60 4.96 -1.72
70 C -2.63 1.06 -4.95
71 H -2.51 2.56 -6.85
72 H -3.55 3.90 -6.42
73 H -1.85 3.87 -5.90
74 H -4.98 1.70 -3.85
75 H -5.14 2.09 -5.55
76 H -5.28 4.48 -5.07
77 H -6.42 3.62 -4.06
78 H -5.14 5.35 -2.79
79 H -4.98 3.74 -2.13
80 H -1.71 5.68 -4.23
81 H -3.10 6.60 -3.66
82 H -3.29 5.55 -5.04
83 H -2.87 4.31 -0.89
84 H -2.99 5.96 -1.47
85 H -1.50 5.04 -1.75
86 H -1.53 1.05 -5.05
87 H -3.04 0.63 -5.87
88 H -2.90 0.37 -4.15

# 4
Density functional theory data (ωB97M-V with the def2-TZVPD basis set) for a single C17H19NO5S molecule.

Calculated values
HOMO	-0.313	hartree
SMILES string	CCOC(=O)COc1ccc(S(=O)(=O)Nc2ccc(C)cc2)cc1
energy	-40499.9216	eV
HOMO-LUMO gap	9.008	eV
energy relative to the best compared isomer or geometry (same formula, charge and spin)	1.272	eV

Cartesian coordinates (Å):
1 C 7.17 0.94 -0.37
2 C 6.34 -0.33 -0.33
3 O 4.98 -0.08 -0.72
4 C 4.16 0.39 0.23
5 O 4.46 0.58 1.37
6 C 2.77 0.61 -0.37
7 O 1.94 1.15 0.62
8 C 0.65 1.42 0.32
9 C 0.05 1.20 -0.92
10 C -1.29 1.50 -1.10
11 C -2.02 2.02 -0.06
12 S -3.77 2.31 -0.25
13 O -4.12 2.22 -1.64
14 O -4.17 3.47 0.49
15 N -4.44 1.02 0.59
16 C -3.95 -0.27 0.40
17 C -3.73 -1.12 1.49
18 C -3.25 -2.40 1.28
19 C -2.97 -2.86 0.00
20 C -2.46 -4.26 -0.21
21 C -3.19 -2.01 -1.07
22 C -3.68 -0.73 -0.88
23 C -1.44 2.26 1.17
24 C -0.11 1.96 1.36
25 H 8.20 0.71 -0.13
26 H 6.79 1.65 0.37
27 H 7.13 1.40 -1.35
28 H 6.34 -0.76 0.67
29 H 6.70 -1.06 -1.06
30 H 2.88 1.28 -1.24
31 H 2.40 -0.36 -0.73
32 H 0.61 0.79 -1.75
33 H -1.77 1.35 -2.05
34 H -4.63 1.27 1.55
35 H -3.95 -0.78 2.49
36 H -3.09 -3.05 2.13
37 H -1.72 -4.51 0.55
38 H -3.27 -4.97 -0.13
39 H -2.01 -4.36 -1.19
40 H -2.99 -2.35 -2.08
41 H -3.87 -0.08 -1.72
42 H -2.04 2.69 1.96
43 H 0.38 2.14 2.31

# 5
Density functional theory data (ωB97M-V with the def2-TZVPD basis set) for 2 unconnected molecules or ions with the total composition C4H5NO.

Calculated values
HOMO	-0.367	hartree
energy	-7763.3934	eV
HOMO-LUMO gap	10.517	eV
energy relative to the best compared isomer or geometry (same formula, charge and spin)	3.133	eV

Cartesian coordinates (Å):
1 O 0.58 0.01 1.60
2 C -0.22 -0.01 0.69
3 C -0.66 0.59 -0.56
4 C -1.55 -0.40 0.25
5 C 2.38 -0.83 -1.09
6 N 2.52 -0.13 -0.16
7 H 2.22 0.30 0.71
8 H -0.87 1.66 -0.53
9 H -0.30 0.23 -1.52
10 H -2.39 -0.05 0.84
11 H -1.70 -1.37 -0.23

# 6
Density functional theory data (ωB97M-V with the def2-TZVPD basis set) for a molecular structure, C38H65CdN7O5PS.

Calculated values
HOMO	-0.381	hartree
energy	-85812.4110	eV
total charge	+1
HOMO-LUMO gap	7.672	eV
energy relative to the best compared isomer or geometry (same formula, charge and spin)	0.000	eV

Cartesian coordinates (Å):
1 Cd 0.11 -0.53 -0.19
2 N 1.02 -0.10 1.97
3 C 1.80 1.16 1.94
4 C 1.03 2.18 1.13
5 N 0.82 1.75 -0.25
6 C 1.91 2.05 -1.20
7 C 2.91 0.91 -1.33
8 N 2.22 -0.34 -1.65
9 H 1.56 -0.85 2.37
10 H 0.20 0.04 2.56
11 H 1.98 1.56 2.93
12 H 2.77 0.94 1.49
13 H 0.03 2.26 1.56
14 H 1.51 3.16 1.19
15 H -0.04 2.16 -0.59
16 H 1.46 2.22 -2.18
17 H 2.44 2.96 -0.92
18 H 3.66 1.19 -2.07
19 H 3.44 0.76 -0.39
20 H 1.98 -0.37 -2.64
21 H 2.83 -1.13 -1.49
22 C -1.36 -1.59 -1.41
23 C -1.61 -2.99 -0.94
24 C -2.26 -3.25 0.27
25 C -2.49 -4.54 0.72
26 C -2.04 -5.62 -0.03
27 C -1.39 -5.39 -1.24
28 C -1.19 -4.10 -1.69
29 C -2.21 -6.97 0.48
30 N -2.30 -8.02 0.93
31 H -2.26 -0.99 -1.33
32 H -1.02 -1.59 -2.45
33 H -2.59 -2.42 0.88
34 H -3.02 -4.71 1.65
35 H -1.06 -6.24 -1.83
36 H -0.70 -3.94 -2.64
37 C 1.17 -7.30 6.35
38 C 1.53 -6.49 5.11
39 S 2.39 -7.53 3.97
40 O 1.50 -8.58 3.56
41 O 3.68 -7.83 4.55
42 C 2.68 -6.51 2.56
43 C 1.41 -6.30 1.72
44 N 1.49 -5.06 0.93
45 C 1.07 -3.84 1.34
46 N 1.29 -2.91 0.42
47 C 1.88 -3.55 -0.63
48 C 2.02 -4.86 -0.32
49 N 2.62 -5.87 -1.15
50 O 2.97 -5.52 -2.25
51 O 2.75 -6.99 -0.69
52 C 0.42 -3.59 2.66
53 H 0.62 -6.68 7.06
54 H 2.07 -7.68 6.84
55 H 0.54 -8.16 6.08
56 H 2.20 -5.66 5.34
57 H 0.63 -6.12 4.60
58 H 3.44 -7.05 2.00
59 H 3.10 -5.57 2.92
60 H 0.52 -6.24 2.34
61 H 1.28 -7.13 1.04
62 H 2.15 -3.08 -1.56
63 H 1.15 -3.62 3.48
64 H -0.36 -4.32 2.87
65 H -0.04 -2.60 2.64
66 O -2.05 1.33 0.57
67 P -3.19 1.82 1.44
68 C -4.82 1.30 0.81
69 C -4.69 -0.08 0.12
70 C -4.85 0.03 -1.40
71 C -6.26 0.53 -1.75
72 C -6.76 1.57 -0.73
73 C -5.58 2.29 -0.10
74 C -3.23 3.62 1.73
75 C -3.13 4.46 0.42
76 C -1.67 4.69 0.02
77 C -0.93 5.54 1.07
78 C -1.63 5.48 2.43
79 C -2.11 4.06 2.72
80 C -2.95 1.14 3.12
81 C -2.68 -0.39 3.14
82 C -3.93 -1.24 3.32
83 C -4.71 -0.81 4.56
84 C -5.13 0.65 4.44
85 C -3.92 1.56 4.25
86 H -5.43 1.19 1.72
87 H -5.46 -0.76 0.50
88 H -3.73 -0.52 0.35
89 H -4.67 -0.95 -1.85
90 H -4.09 0.71 -1.79
91 H -6.95 -0.32 -1.79
92 H -6.25 0.97 -2.75
93 H -7.35 1.08 0.05
94 H -7.43 2.28 -1.21
95 H -5.91 3.16 0.47
96 H -4.94 2.65 -0.90
97 H -4.20 3.80 2.20
98 H -3.60 5.43 0.60
99 H -3.67 4.00 -0.39
100 H -1.63 5.17 -0.96
101 H -1.20 3.71 -0.09
102 H -0.86 6.58 0.74
103 H 0.10 5.19 1.18
104 H -2.48 6.17 2.45
105 H -0.95 5.81 3.22
106 H -2.47 3.98 3.75
107 H -1.25 3.41 2.63
108 H -1.99 1.62 3.34
109 H -2.01 -0.60 3.98
110 H -2.15 -0.67 2.22
111 H -3.65 -2.30 3.39
112 H -4.58 -1.15 2.44
113 H -4.09 -0.94 5.45
114 H -5.59 -1.45 4.69
115 H -5.67 0.97 5.33
116 H -5.84 0.75 3.61
117 H -3.35 1.54 5.18
118 H -4.24 2.60 4.11

# 7
Density functional theory data (ωB97M-V with the def2-TZVPD basis set) for 3 unconnected molecules or ions with the total composition CH10N3O2.

Calculated values
HOMO	-0.548	hartree
energy	-9759.5616	eV
total charge	+1
HOMO-LUMO gap	12.000	eV
energy relative to the best compared isomer or geometry (same formula, charge and spin)	0.657	eV

Cartesian coordinates (Å):
1 N 2.00 0.17 -0.37
2 C 1.28 -0.63 -1.17
3 N 0.09 -1.08 -0.76
4 N 1.68 -0.90 -2.42
5 H 1.44 0.79 0.20
6 H 2.98 0.35 -0.48
7 H -0.44 -0.51 -0.09
8 H -0.27 -1.88 -1.25
9 H 2.56 -0.56 -2.76
10 H 1.02 -1.30 -3.06
11 H -1.54 0.39 1.72
12 H -1.11 1.57 0.97
13 O -0.75 0.72 1.26
14 H -3.13 1.56 3.40
15 H -4.12 1.18 2.24
16 O -3.20 1.19 2.51

# 8
Density functional theory data (ωB97M-V with the def2-TZVPD basis set) for 2 unconnected molecules or ions with the total composition C3H8N2O.

Calculated values
HOMO	-0.256	hartree
energy	-8264.2437	eV
HOMO-LUMO gap	7.731	eV
energy relative to the best compared isomer or geometry (same formula, charge and spin)	5.082	eV

Cartesian coordinates (Å):
1 C 0.99 -0.59 0.26
2 C 0.27 0.64 0.41
3 N 0.43 1.60 -0.57
4 N -1.93 0.11 0.04
5 C -0.98 0.36 0.98
6 O 2.14 -0.54 -0.52
7 H 2.50 -1.43 -0.61
8 H 1.13 1.40 -1.27
9 H -0.43 1.97 -0.97
10 H -1.35 -0.67 -0.68
11 H -2.78 -0.29 0.43
12 H 1.10 -1.16 1.18
13 H -0.08 -1.21 -0.57
14 H -1.00 -0.18 1.92

# 9
Density functional theory data (ωB97M-V with the def2-TZVPD basis set) for 3 unconnected molecules or ions with the total composition C19H40O10S2.

Calculated values
HOMO	-0.333	hartree
SMILES string	COC[C@H](OC)SCC(=O)OC[C@@H](C)OC(=O)CS.COCCOC.COCCOC
energy	-62486.4981	eV
HOMO-LUMO gap	9.136	eV

Cartesian coordinates (Å):
1 C 1.87 -2.19 1.16
2 O 2.69 -1.20 1.88
3 C 2.71 0.10 1.20
4 C 1.26 0.86 1.09
5 O 1.29 1.70 -0.15
6 C -0.11 1.88 -0.66
7 S 1.10 2.01 2.61
8 C -0.52 1.63 3.47
9 C -1.72 2.60 2.84
10 O -1.54 3.92 2.92
11 O -2.86 1.91 2.22
12 C -4.04 2.78 2.06
13 C -5.03 2.04 0.93
14 C -4.10 1.64 -0.36
15 O -5.65 0.91 1.63
16 C -7.06 0.72 1.27
17 O -8.00 1.67 1.17
18 C -7.59 -0.84 1.00
19 S -8.78 -1.22 2.42
20 H 2.46 -3.16 0.85
21 H 1.04 -2.56 1.93
22 H 1.37 -1.77 0.17
23 H 3.41 0.81 1.86
24 H 3.21 0.06 0.12
25 H 0.33 0.14 1.03
26 H 0.00 2.60 -1.60
27 H -0.59 0.86 -1.00
28 H -0.74 2.38 0.20
29 H -0.84 0.50 3.34
30 H -0.41 1.94 4.61
31 H -3.79 3.84 1.60
32 H -4.68 2.88 3.05
33 H -5.76 2.88 0.58
34 H -3.98 0.48 -0.48
35 H -3.03 2.16 -0.37
36 H -4.65 2.07 -1.33
37 H -8.14 -0.83 -0.03
38 H -6.67 -1.57 1.07
39 H -9.24 -2.55 2.33
40 C 6.40 4.49 -2.66
41 O 5.21 5.11 -2.18
42 C 4.04 4.34 -2.48
43 C 3.57 3.54 -1.27
44 O 4.52 2.53 -0.91
45 C 5.33 2.91 0.19
46 H 7.25 4.97 -2.18
47 H 6.43 3.43 -2.44
48 H 6.48 4.65 -3.74
49 H 4.22 3.69 -3.35
50 H 3.26 5.06 -2.76
51 H 2.64 3.03 -1.52
52 H 3.37 4.20 -0.42
53 H 4.76 2.81 1.12
54 H 5.70 3.94 0.09
55 H 6.19 2.24 0.23
56 C -0.07 -6.10 -3.27
57 O 0.08 -7.01 -2.18
58 C 1.36 -6.92 -1.56
59 C 1.30 -6.10 -0.27
60 O 0.99 -4.73 -0.53
61 C -0.38 -4.43 -0.28
62 H -1.13 -6.03 -3.51
63 H 0.30 -5.10 -3.02
64 H 0.47 -6.48 -4.14
65 H 2.10 -6.50 -2.26
66 H 1.67 -7.94 -1.32
67 H 2.29 -6.12 0.20
68 H 0.59 -6.54 0.44
69 H -0.54 -4.35 0.80
70 H -1.05 -5.19 -0.70
71 H -0.61 -3.47 -0.75

# 10
Density functional theory data (ωB97M-V with the def2-TZVPD basis set) for 2 unconnected molecules or ions with the total composition C4H11NO.

Calculated values
HOMO	-0.332	hartree
SMILES string	CC=O.CNC
energy	-7862.7992	eV
HOMO-LUMO gap	9.940	eV
energy relative to the best compared isomer or geometry (same formula, charge and spin)	1.754	eV

Cartesian coordinates (Å):
1 C -0.40 -1.13 1.94
2 C -0.69 -2.58 2.09
3 O -0.76 -3.17 3.14
4 H 0.14 -0.78 1.05
5 H -0.01 -0.60 2.80
6 H -1.40 -0.68 1.83
7 H -0.92 -3.07 1.14
8 C -0.16 2.21 -0.97
9 N -0.21 0.90 -1.62
10 C 1.08 0.21 -1.62
11 H -0.10 3.03 -1.70
12 H -1.03 2.38 -0.33
13 H 0.76 2.28 -0.38
14 H -0.51 0.99 -2.58
15 H 1.93 0.87 -1.81
16 H 1.05 -0.61 -2.34
17 H 1.22 -0.24 -0.64

# 11
Density functional theory data (ωB97M-V with the def2-TZVPD basis set) for 3 unconnected molecules or ions with the total composition C5H17NO2.

Calculated values
HOMO	-0.326	hartree
SMILES string	CCCNCC.O.O
energy	-11045.5344	eV
HOMO-LUMO gap	9.469	eV
energy relative to the best compared isomer or geometry (same formula, charge and spin)	0.722	eV

Cartesian coordinates (Å):
1 C -0.76 -0.35 -2.54
2 C 0.70 0.10 -2.29
3 C 0.82 1.08 -1.13
4 N 0.43 0.47 0.14
5 C -0.15 1.37 1.13
6 C -1.35 0.71 1.84
7 H -0.85 -1.44 -2.48
8 H -1.44 0.14 -1.86
9 H -1.09 -0.05 -3.53
10 H 1.10 0.61 -3.16
11 H 1.32 -0.77 -2.07
12 H 1.86 1.42 -1.03
13 H 0.25 1.98 -1.34
14 H -0.15 -0.34 0.00
15 H -0.54 2.28 0.68
16 H 0.61 1.65 1.86
17 H -1.49 1.12 2.83
18 H -1.18 -0.37 1.95
19 H -2.21 0.83 1.18
20 O 2.46 -0.43 2.22
21 H 1.96 0.11 1.59
22 H 2.44 -1.32 1.86
23 O -0.68 -2.85 1.07
24 H -1.56 -2.53 1.27
25 H -0.47 -3.45 1.81

# 12
Density functional theory data (ωB97M-V with the def2-TZVPD basis set) for a single C5H6O2 molecule.

Calculated values
HOMO	-0.369	hartree
SMILES string	O=CC1(C=O)CC1
energy	-9375.7537	eV
HOMO-LUMO gap	10.475	eV
energy relative to the best compared isomer or geometry (same formula, charge and spin)	1.342	eV

Cartesian coordinates (Å):
1 O 2.05 -1.28 -0.44
2 C 1.52 -0.20 -0.61
3 C 0.15 0.16 -0.11
4 C -0.38 1.49 -0.51
5 O -1.45 1.91 -0.12
6 C -0.39 -0.36 1.22
7 C -0.82 -1.03 -0.03
8 H 2.04 0.58 -1.21
9 H 0.28 2.12 -1.14
10 H -1.16 0.25 1.72
11 H 0.33 -0.84 1.87
12 H -1.83 -0.84 -0.39
13 H -0.35 -1.98 -0.26

no.,strongest force on any atom (hartree/bohr)
1,0.060
2,0.191
3,0.120
4,0.019
5,0.016
6,0.010
7,0.017
8,0.041
9,0.165
10,0.027
11,0.020
12,0.014